Record 1
A molecular structure, C33H43BN4O3PReS2, computed with ωB97M-V/def2-TZVPD.

XYZ file:
```
88
Properties=species:S:1:pos:R:3:forces:R:3
Re 13.65713 12.19934 13.02319 0.4 -0.7 0.2
S 15.14401 13.61291 11.97397 0.9 0.2 -0.3
C 14.44336 14.83879 12.98570 1.1 1.4 -0.3
S 12.99732 14.29534 13.85648 -0.2 1.7 -0.3
C 15.01588 16.09156 13.04619 -1.7 -1.1 1.1
C 15.95691 16.48635 12.08428 4.3 0.7 -4.9
N 16.72445 16.66606 11.17505 -3.5 -0.7 4.3
C 14.60449 17.02806 14.04863 -0.5 2.1 1.1
N 14.33063 17.88884 14.78986 0.4 -1.9 -1.3
N 8.05674 10.26773 11.47098 -0.5 -0.3 -0.2
C 9.23719 10.78386 11.78220 1.2 1.0 2.0
C 10.29216 10.95319 10.85514 -0.4 0.3 -1.2
C 11.48989 11.51910 11.25340 -1.3 -1.4 1.4
N 11.76593 11.62502 12.57160 -1.6 0.1 0.8
C 10.75657 11.54372 13.51360 0.4 -0.4 -1.3
C 9.47521 11.23843 13.15453 0.4 -0.5 -1.3
H 7.88576 9.90187 10.56220 -0.1 -0.1 -0.5
H 7.39772 9.99708 12.17461 -0.1 0.1 0.2
H 10.10796 10.69015 9.78421 0.3 0.4 1.0
H 12.29060 11.80309 10.61428 0.4 -0.1 -0.8
H 11.08864 11.69083 14.52916 -0.2 0.2 0.2
H 8.69070 11.30132 13.89566 -0.1 -0.3 -0.1
O 14.93305 13.19354 15.80581 0.1 -1.5 -2.1
B 13.71894 12.85341 15.03505 0.3 0.7 4.1
O 12.70098 12.61966 16.12387 0.7 -0.3 -1.5
C 13.43083 12.48968 17.28715 -1.1 -0.6 1.5
C 12.90479 12.25653 18.59103 1.0 -0.9 -0.8
C 13.84100 12.12393 19.65613 -0.3 1.4 -2.1
C 15.19515 12.40265 19.36956 0.5 -1.0 2.3
C 15.70352 12.56590 18.10804 0.6 0.6 -2.1
C 14.77420 12.64514 17.04921 0.0 1.1 1.3
H 11.83574 12.03880 18.67637 0.4 0.3 0.2
H 13.52406 11.96792 20.67245 -0.1 -0.1 0.1
H 15.89817 12.41578 20.24844 -0.7 -0.1 -1.1
H 16.79157 12.68176 17.86042 -1.2 0.1 0.6
O 14.51536 10.43981 12.77405 1.7 -1.6 -1.1
P 15.69606 9.44944 12.32522 -1.2 0.8 1.3
C 15.53973 8.06798 13.54387 -0.9 -0.5 -0.1
C 16.64580 7.01107 13.46904 1.2 -0.4 0.7
C 17.68094 6.84781 14.61421 -0.7 0.8 1.1
C 16.97203 6.94983 15.97680 -1.0 0.0 -0.2
C 16.09024 8.24338 16.12642 1.5 -0.3 -0.7
C 15.00113 8.32516 14.99464 1.8 -0.2 0.8
C 17.31005 10.28995 12.41459 -0.1 1.3 -1.6
C 17.65323 10.68916 13.86369 0.5 -0.9 0.4
C 18.84848 11.68386 13.93002 1.5 -0.1 0.4
C 19.86063 11.56088 12.72039 -0.6 -0.5 0.5
C 19.85619 10.08890 12.23047 0.5 0.3 1.2
C 18.53355 9.59614 11.64432 -1.1 -0.5 0.9
C 15.26077 8.89889 10.63052 -1.0 -0.8 -1.2
C 15.67857 7.39028 10.32144 0.3 1.2 -0.2
C 15.62775 7.04408 8.78170 0.2 0.1 0.2
C 14.80665 8.00707 7.90303 -0.2 0.0 0.5
C 15.20863 9.48401 8.04920 -0.3 0.0 0.3
C 15.67982 9.86047 9.48856 0.2 0.7 0.8
H 14.69704 7.52172 13.08162 0.0 0.5 -0.1
H 17.30034 7.15348 12.64243 0.0 0.0 -1.1
H 16.13789 6.06525 13.33191 0.1 -0.4 0.0
H 18.49968 7.60950 14.56425 -0.6 -0.5 -0.1
H 18.14982 5.86106 14.55945 0.0 0.2 -0.3
H 17.66361 6.82597 16.80294 0.3 0.3 0.1
H 16.28821 6.07694 16.09917 0.3 0.4 -0.3
H 16.78866 9.14734 16.14672 -1.1 -1.0 -0.1
H 15.61625 8.14800 17.10323 -0.2 0.4 -0.1
H 14.54822 9.28256 15.08953 -0.6 0.8 -0.2
H 14.25763 7.56856 15.25439 0.0 0.0 -0.3
H 17.02385 11.26423 11.87378 0.5 -1.1 0.5
H 17.94675 9.73699 14.41058 -0.5 1.2 -0.5
H 16.73999 11.10365 14.32904 0.5 -0.1 0.1
H 19.50144 11.46799 14.82578 -1.0 -0.1 -0.6
H 18.56259 12.72899 14.09774 -0.3 -0.2 -0.3
H 20.87714 11.84927 13.10619 -1.0 -0.2 -0.7
H 19.56494 12.19589 11.87408 0.2 0.1 0.3
H 20.20538 9.45905 13.08615 -0.4 0.3 -0.6
H 20.57972 9.96988 11.45526 0.8 -0.1 -0.5
H 18.45101 8.48897 11.85211 0.2 1.1 -0.6
H 18.54146 9.76993 10.53942 -0.4 -0.1 1.0
H 14.12250 8.98128 10.59684 1.2 -0.5 0.5
H 14.97561 6.80768 10.92853 0.4 -0.4 -0.3
H 16.72582 7.21662 10.67491 -1.0 0.0 -0.2
H 15.19240 6.05078 8.67992 0.0 -0.1 0.0
H 16.65358 6.94265 8.37566 -0.4 0.3 0.3
H 13.76383 7.86914 8.15558 -0.5 0.2 0.4
H 14.80713 7.68385 6.86136 0.5 0.1 0.0
H 14.41391 10.17287 7.65028 0.6 -0.7 0.6
H 16.07505 9.66750 7.43869 0.3 0.1 -0.5
H 15.28428 10.85048 9.76168 0.1 0.0 -0.2
H 16.77109 9.97690 9.53299 -0.3 -0.1 -0.3
```
Positions in Å, forces in eV/Å.

As for the spin multiplicity: 4. The value obtained for the LUMO energy (spin up / spin down) is -3.144 / -3.736 eV. The HOMO energy (spin up / spin down) is -0.365 / -0.363 Eh. Its charge is +1. The HOMO-LUMO gap (spin up / spin down) comes out at 6.8 / 6.1 eV. Its expectation value of S² is 3.77.

Record 2
A molecular structure, C3H8N2O, computed with ωB97M-V/def2-TZVPD.

XYZ file:
```
14
Properties=species:S:1:pos:R:3:forces:R:3
C 2.15661 -0.65785 0.13332 1.6 -0.4 -3.3
C -0.02150 0.16699 -0.08277 0.1 3.5 0.3
C -0.79081 1.50339 0.06734 -1.4 0.9 0.9
H 1.94517 -1.18513 1.02626 -0.4 0.2 1.3
H 3.16712 -0.21333 0.05567 -0.5 -0.3 0.6
H 2.18291 -1.51449 -0.65583 -0.5 1.6 0.9
H -2.03735 1.47192 -0.66589 3.8 0.3 2.1
H 0.00072 2.40894 -0.33642 -2.8 -2.5 1.4
H -1.17676 1.56584 1.44190 1.2 0.2 -4.7
H -2.31108 0.20830 -0.12224 0.9 -4.7 0.3
H -2.18765 -2.04253 -0.80106 1.6 3.7 3.5
N -0.43398 -1.00152 -0.01284 -1.1 -1.5 -0.8
N -1.79397 -1.17210 0.14788 -2.7 0.8 -3.3
O 1.30056 0.46157 -0.19532 0.2 -1.5 0.7
```
Positions in Å, forces in eV/Å.

The value obtained for the LUMO energy is 0.418 eV. The HOMO energy is -0.310 Eh. The value obtained for the relative energy (zero: lowest compared OMol25 entry of this formula, charge and spin) is 828.7 kJ/mol. Its charge is 0. The HOMO-LUMO gap comes out at 8.9 eV.

Record 3
A gas-phase ion, C8H15FN (charge +1), computed with ωB97M-V/def2-TZVPD.

XYZ file:
```
25
Properties=species:S:1:pos:R:3:forces:R:3
C 3.24028 1.36602 -0.56623 2.4 1.8 -1.7
C 2.55307 0.27185 -0.40768 1.3 -2.4 -1.7
C 1.47603 0.01499 0.45912 -0.8 0.2 2.6
F 1.17199 0.99828 1.48993 0.4 -0.9 -1.9
C 0.76951 -1.11620 0.50940 -0.1 1.7 1.2
C 1.12797 -2.23729 -0.36362 1.2 -0.2 3.4
C -0.55165 -1.09954 1.22862 0.4 1.7 0.5
C -1.56368 -0.28322 0.44510 -1.5 -1.8 -1.4
N -1.28709 1.14264 0.39203 -1.0 0.4 2.5
C -1.96594 1.84675 -0.65197 -4.3 2.2 0.1
H 4.11120 1.65155 -1.26697 -1.6 -1.4 0.9
H 3.00181 2.22304 -0.02259 -0.6 1.2 1.2
H 2.78582 -0.66667 -1.00142 -0.1 1.5 0.6
H 0.78185 -3.17021 -0.08284 -1.4 -1.7 0.6
H 2.15226 -2.40587 -0.47061 1.8 0.1 0.1
H 0.81108 -1.93911 -1.22998 -2.0 0.8 -5.6
H -0.59148 -0.58472 2.19380 0.9 -0.2 0.2
H -0.79428 -2.09132 1.45656 -1.2 -1.4 -0.1
H -1.70901 -0.54475 -0.58563 0.6 -0.7 -0.7
H -2.60043 -0.34756 0.76591 0.0 -0.2 0.8
H -1.68419 1.47693 1.30753 1.4 0.2 -0.9
H -0.30817 1.29752 0.29242 1.2 0.4 0.7
H -1.37756 1.97162 -1.52077 0.6 -0.3 -0.9
H -2.98824 1.32434 -0.85004 1.9 1.0 0.1
H -2.22973 2.91711 -0.27803 0.5 -1.9 -0.7
```
Positions in Å, forces in eV/Å.

The value obtained for the LUMO energy is -3.154 eV. The HOMO energy is -0.454 Eh. The value obtained for the relative energy (zero: lowest compared OMol25 entry of this formula, charge and spin) is 229.4 kJ/mol. As for the structure (SMILES): C=C/C(F)=C(\C)CC[NH2+]C. Its charge is +1. The HOMO-LUMO gap comes out at 9.2 eV.

Record 4
2 unconnected molecules or ions with the total composition C4H7N3, computed with ωB97M-V/def2-TZVPD.

XYZ file:
```
14
Properties=species:S:1:pos:R:3:forces:R:3
H -3.16747 -0.98843 -0.53924 0.0 0.1 0.0
N -2.46977 -0.32267 -0.20691 0.3 -0.3 0.0
C -1.31663 -0.85519 -0.17475 -0.3 0.2 0.0
C -1.08582 -2.24735 -0.56412 0.0 -1.0 -0.3
N -0.99176 -3.35080 -0.89863 0.0 1.1 0.3
N -0.17148 -0.19910 0.29275 0.0 0.3 -0.1
C -0.03227 1.02808 -0.01978 0.0 -0.1 0.1
C 1.11961 1.83595 0.47676 0.0 -0.1 0.0
H -0.76560 1.52606 -0.66758 0.1 -0.1 0.0
H 1.81116 1.21230 1.04643 -0.1 0.1 -0.1
H 0.75492 2.65088 1.11332 0.0 -0.1 -0.1
H 1.64753 2.30012 -0.36418 -0.1 -0.1 0.1
H 2.67761 -1.32063 0.11160 0.0 0.0 0.0
H 1.98998 -1.26923 0.39431 0.1 0.0 -0.1
```
Positions in Å, forces in eV/Å.

The value obtained for the LUMO energy is -0.215 eV. The HOMO energy is -0.397 Eh. The value obtained for the relative energy (zero: lowest compared OMol25 entry of this formula, charge and spin) is 196.2 kJ/mol. As for the structure (SMILES): [H]/N=C(C#N)/N=C/C.[H][H]. Its charge is 0. The HOMO-LUMO gap comes out at 10.6 eV.

Record 5
C4H11NO in the gas phase, computed with ωB97M-V/def2-TZVPD.

XYZ file:
```
17
Properties=species:S:1:pos:R:3:forces:R:3
C -0.05765 1.47523 0.28827 0.9 1.2 1.8
C -0.07428 0.12053 -0.28904 3.3 -1.2 0.6
C 1.38489 -0.48518 -0.39810 -1.1 -2.2 -4.0
N -0.48863 0.22297 -1.64468 -0.7 -0.3 -0.9
C -0.84860 -0.77435 0.63960 -0.7 -3.9 -0.7
O -0.25935 -1.27278 1.86848 0.0 1.8 -0.3
H 0.63073 2.11077 -0.20394 0.8 0.6 -0.8
H -1.00210 1.97529 0.24068 -0.9 0.1 0.0
H 0.29198 1.51568 1.34986 -0.4 -0.3 -0.6
H 1.95006 -0.47614 0.43135 1.8 0.6 3.3
H 1.34930 -1.69505 -0.55038 -0.3 2.8 -0.2
H 2.02242 -0.02318 -1.25326 -1.4 -0.7 1.3
H -1.38695 0.64090 -1.72187 -0.9 0.5 -0.1
H -0.53185 -0.65468 -2.14549 0.2 -0.2 0.2
H -0.95883 -1.77832 0.10890 -0.2 1.3 0.3
H -1.84566 -0.39748 0.81868 -0.4 0.3 0.2
H -0.17550 -0.50420 2.46095 0.1 -0.5 -0.1
```
Positions in Å, forces in eV/Å.

The value obtained for the LUMO energy is 0.838 eV. The HOMO energy is -0.346 Eh. The value obtained for the relative energy (zero: lowest compared OMol25 entry of this formula, charge and spin) is 153.2 kJ/mol. As for the structure (SMILES): CC(C)(N)CO. Its charge is 0. The HOMO-LUMO gap comes out at 10.2 eV.

Record 6
C4H6S2 in the gas phase, computed with ωB97M-V/def2-TZVPD.

XYZ file:
```
12
Properties=species:S:1:pos:R:3:forces:R:3
C -1.38171 -0.71638 -0.11305 1.9 1.3 -0.5
C 0.15458 -0.29492 -0.06326 -0.9 0.2 -1.5
C 0.72325 0.49243 1.12533 0.7 0.1 1.7
S 1.57802 1.77839 0.07410 -0.5 -1.7 -0.8
C 0.88212 0.48650 -1.15703 -0.3 0.6 2.4
S 1.39255 -1.19668 -1.08890 0.0 0.2 0.7
H -1.98163 0.19876 -0.26224 0.2 -0.4 0.4
H -1.54227 -1.18469 0.82721 -0.6 -0.2 0.9
H -1.67042 -1.42294 -0.88580 0.5 0.0 -0.2
H -0.05542 1.04506 1.80114 1.4 -1.5 -1.1
H 1.55073 -0.10523 1.68299 -1.9 1.1 -0.5
H 0.35019 0.91971 -1.94050 -0.5 0.3 -1.6
```
Positions in Å, forces in eV/Å.

The value obtained for the LUMO energy is 0.684 eV. The HOMO energy is -0.322 Eh. The value obtained for the relative energy (zero: lowest compared OMol25 entry of this formula, charge and spin) is 138.7 kJ/mol. As for the structure (SMILES): C[C@]12CS[C@H]1S2. Its charge is 0. The HOMO-LUMO gap comes out at 9.5 eV.

Record 7
7 unconnected molecules or ions with the total composition H14O7, computed with ωB97M-V/def2-TZVPD.

XYZ file:
```
21
Properties=species:S:1:pos:R:3:forces:R:3
O 0.08046 0.76047 -0.06290 0.7 -1.1 -0.3
H -0.14254 -0.14967 -0.28849 0.1 -0.1 0.2
H 0.72307 0.67459 0.65031 0.0 0.0 0.0
O -1.78059 -1.71597 -3.19000 0.2 -0.1 -0.1
H -1.47742 -1.55826 -4.09123 -0.1 0.0 0.1
H -0.99646 -2.03894 -2.73194 -0.1 0.0 0.0
O -2.69433 0.12509 1.01395 -0.2 -0.1 0.2
H -2.23853 0.91978 1.31344 0.2 -0.2 0.0
H -2.14020 -0.59681 1.33143 0.1 0.2 -0.1
O 2.73831 -1.79997 -1.15918 -0.1 -0.1 -0.2
H 2.81927 -2.69651 -1.50365 0.0 0.1 0.1
H 2.16742 -1.35489 -1.79556 0.0 0.1 0.1
O -1.02131 2.81851 0.07207 -0.8 1.5 0.1
H -1.94183 2.54280 -0.00284 0.1 0.0 -0.1
H -0.81437 3.18321 -0.79578 0.0 -0.1 0.1
O 2.10721 2.58622 2.69194 0.1 0.0 -0.1
H 2.83682 2.32579 2.11850 0.0 0.0 0.1
H 1.88960 3.47975 2.40343 -0.1 -0.1 0.0
O -0.02132 -2.16844 1.13040 -0.2 -0.2 0.1
H 0.68387 -2.58362 1.63964 0.1 0.1 -0.1
H -0.77712 -2.75313 1.25647 0.0 0.0 0.0
```
Positions in Å, forces in eV/Å.

The value obtained for the LUMO energy is 0.151 eV. The HOMO energy is -0.368 Eh. The value obtained for the relative energy (zero: lowest compared OMol25 entry of this formula, charge and spin) is 249.0 kJ/mol. As for the structure (SMILES): O.O.O.O.O.O.O. Its charge is 0. The HOMO-LUMO gap comes out at 10.2 eV.

Record 8
C6H13N in the gas phase, computed with ωB97M-V/def2-TZVPD.

XYZ file:
```
20
Properties=species:S:1:pos:R:3:forces:R:3
C 2.34529 0.21526 1.69865 -4.3 -4.0 -2.8
C 1.39272 0.73579 0.52366 -1.3 -0.7 1.2
N 0.30727 -0.30990 0.05027 1.0 2.4 -0.2
C 0.10043 0.14507 -1.35163 -3.7 -1.6 1.3
C -1.41964 -0.25534 -1.67771 2.1 -0.7 -0.3
C -2.04002 -0.58310 -0.37126 -2.9 -2.2 1.2
C -1.06367 -0.25405 0.71797 2.6 -0.2 3.2
H 2.84697 -0.70189 1.23197 -0.6 1.1 0.8
H 1.69417 -0.14939 2.51758 0.7 0.4 -0.1
H 3.05135 0.87302 1.95205 2.5 2.7 1.2
H 0.68105 1.66743 0.80793 2.3 -1.5 -0.7
H 2.12355 0.83704 -0.33298 -1.3 0.5 0.7
H 0.44799 -0.59225 -1.95895 2.8 -1.3 -1.9
H 0.38648 1.14484 -1.58745 0.0 0.7 -0.1
H -1.40394 -1.11834 -2.38372 -0.1 0.5 0.6
H -1.87917 0.51928 -2.18652 -1.2 1.6 -0.9
H -2.30911 -1.70280 -0.25780 0.7 1.6 -0.5
H -3.07403 -0.13609 -0.26399 1.3 0.0 0.2
H -0.97935 -1.08989 1.58542 -0.6 2.0 -1.9
H -1.20833 0.75528 1.28653 0.0 -1.4 -1.1
```
Positions in Å, forces in eV/Å.

The value obtained for the LUMO energy is 1.152 eV. The HOMO energy is -0.313 Eh. The value obtained for the relative energy (zero: lowest compared OMol25 entry of this formula, charge and spin) is 235.8 kJ/mol. As for the structure (SMILES): CCN1CCCC1. Its charge is 0. The HOMO-LUMO gap comes out at 9.7 eV.

For the records above, the corresponding molar mass values read 835.86, 88.11, 144.21, 97.12, 89.14, 118.23, 126.10, 99.18 g/mol.
For the records above, the corresponding F_max values read 6.6, 5.3, 6.0, 1.1, 4.7, 2.5, 1.7, 6.5 eV/A.